Entry 1:
Computed, not measured: a molecular structure, C31H30Cr2N6O3, with ωB97M-V/def2-TZVPD.

The lowest unoccupied orbital energy (spin up / spin down) is -0.348 / -0.351 Ha. The energy above the lowest of the compared OMol25 structures with the same formula, charge and spin is 270.70 kcal per mole. Its expectation value of S² is 20.083. As for the spin multiplicity: 9. As for the net charge: +2. Its HOMO energy (spin up / spin down) is -12.887 / -12.887 eV. Its energy is -104538.1056 eV.

Cartesian coordinates (Å):
Cr  0.81699  -3.29524  -1.18835
Cr  3.28349  -1.54488  0.86239
O  0.37975  -1.35920  -0.47970
O  1.29807  -1.02460  1.33342
O  2.12652  -0.20750  -0.28782
N  -2.33613  -2.03569  4.52408
N  3.95616  3.97078  -2.47779
N  0.06237  3.60333  2.64438
N  -3.01473  1.07135  -3.97529
N  -1.15045  -3.35815  -2.34932
N  3.48234  -2.25614  2.86433
C  -3.56353  -1.41747  4.55555
C  -1.54567  -1.84567  3.40759
C  -1.74967  0.91668  -3.65065
C  -2.10082  -2.38651  -2.13893
C  -2.08463  1.41774  -1.35879
C  -1.20092  1.07694  -2.40716
C  3.68241  -3.54845  5.42830
C  4.42575  -3.99341  4.31893
C  2.92263  -1.78916  4.08055
C  1.10141  -0.62446  0.21304
C  -1.55600  -4.41731  -3.13570
C  -3.87780  1.47402  -2.95407
C  2.35569  2.67449  -4.40603
C  0.85016  5.34161  1.21949
C  -2.08175  -1.12540  2.30094
C  0.34976  2.69717  1.66416
C  -3.85687  -3.77020  -3.06747
C  -3.44649  1.58163  -1.63161
C  0.20358  4.92684  2.39045
C  -4.13650  -0.80799  3.39981
C  -3.47796  -2.58481  -2.34293
C  0.94168  3.05086  0.47589
C  2.52183  2.12356  -3.11844
C  2.92658  -2.41021  5.28319
C  4.24342  -3.35885  3.07227
C  3.36043  2.80267  -2.20784
C  1.25520  4.40226  0.26198
C  3.64264  4.46810  -3.70222
C  -3.36744  -0.60292  2.28703
C  2.84988  3.89649  -4.68999
C  -2.88106  -4.63527  -3.53375
H  2.42433  -1.95317  6.12299
H  -0.14612  0.94474  -2.21661
H  2.24539  -0.94821  4.05738
H  -1.07607  0.71201  -4.46966
H  -4.15986  -1.76490  5.38627
H  -1.69692  1.45132  -0.35133
H  -0.57218  -2.31118  3.36284
H  -5.19594  -0.60308  3.35507
H  4.27123  5.32582  -3.89083
H  1.67189  2.24822  -5.12513
H  2.08396  1.17913  -2.83082
H  5.08176  -4.85135  4.31843
H  -3.18022  -5.47890  -4.13806
H  -4.90657  -3.88863  -3.29219
H  2.59647  4.30062  -5.65894
H  -0.84840  -5.19422  -3.38494
H  -4.24299  -1.84042  -2.17860
H  -4.92813  1.66362  -3.11917
H  -3.83848  -0.27592  1.37183
H  3.63570  2.35723  -1.26326
H  -4.17292  1.78788  -0.85950
H  -0.35259  5.61541  3.00928
H  4.79603  -3.75218  2.23185
H  -1.63284  -1.50951  -1.71670
H  1.04414  6.39288  1.06587
H  0.23840  1.62767  1.76500
H  1.26409  2.26840  -0.19508
H  3.62124  -4.08732  6.36226
H  1.82435  4.65170  -0.62133
H  -1.45922  -1.16461  1.41929

Mulliken atomic charge list, values in e, 8 entries: 0.999 0.559 -0.168 -0.828 -0.526 -0.530 -0.570 -0.525

Entry 2:
Computed, not measured: a molecular structure, C31H30N2NaP2S2, with ωB97M-V/def2-TZVPD.

The lowest unoccupied orbital energy is 0.067 Ha. As for the spin multiplicity: 1. As for the net charge: -1. Its HOMO energy is -3.428 eV. Its energy is -80281.4920 eV.

Cartesian coordinates (Å):
S  -2.93204  -0.63069  0.42888
S  2.42530  -0.72363  0.74977
P  1.28511  0.95349  0.72554
P  -1.70812  0.97916  0.46344
Na  -0.27117  -1.41765  0.77648
N  -0.24721  -3.69453  0.85975
N  -0.20421  -6.18315  0.93185
C  -1.94235  3.46007  1.75674
C  1.55055  1.76170  -0.91651
C  -1.76651  2.27461  -4.02213
C  2.19930  2.16766  1.80423
C  1.03004  -6.86424  1.34644
C  1.75182  -7.51010  0.13767
C  -2.66191  2.38173  1.24334
C  -0.23717  -4.85099  0.90566
C  2.44835  3.21278  3.97657
C  3.30895  2.88718  1.36497
C  1.84540  3.02133  -3.40303
C  1.26732  3.70289  -2.33895
C  -2.27055  3.12815  -3.05490
C  -0.40377  -7.56518  -1.13478
C  -1.19029  0.69579  -2.29809
C  -1.69727  1.54241  -1.30856
C  2.12568  1.08759  -1.98900
C  3.97617  3.76954  2.21063
C  -3.96688  4.48669  2.56530
C  -1.21628  1.05604  -3.63678
C  1.12082  3.07385  -1.10984
C  -4.69345  3.41026  2.07278
C  1.06168  -7.13267  -1.17264
C  1.77560  2.34329  3.12338
C  -2.22798  2.76781  -1.70815
C  -1.13209  -6.94410  0.08357
C  -4.04309  2.36645  1.41537
C  3.54952  3.93403  3.52137
C  2.27351  1.71254  -3.22528
C  -2.58521  4.51148  2.40201
C  -0.27988  0.83119  1.33014
H  -1.91687  -6.26335  -0.23092
H  0.77153  -7.61457  2.09330
H  3.66182  2.75098  0.34843
H  1.12855  -6.05328  -1.32982
H  -1.59722  -7.71667  0.69559
H  4.06452  4.62489  4.18007
H  -4.60285  1.52074  1.03283
H  0.91534  4.71958  -2.47223
H  1.74062  -8.59864  0.23912
H  2.46495  0.07149  -1.83527
H  -1.79798  2.55317  -5.06983
H  1.56884  -7.60691  -2.01244
H  -5.76967  3.37706  2.20710
H  4.83322  4.32669  1.84542
H  1.66086  -6.12544  1.83099
H  -2.61333  3.45091  -0.96349
H  2.10679  3.33614  4.99840
H  2.79658  -7.20048  0.12221
H  0.65292  3.60544  -0.28660
H  -0.85974  3.44523  1.67832
H  1.95831  3.50927  -4.36444
H  -0.91037  -7.27875  -2.05628
H  -0.80558  0.38597  -4.38417
H  -0.77179  -0.25920  -2.01151
H  -0.44547  -8.65574  -1.07171
H  -4.46955  5.29309  3.08836
H  -2.00623  5.33974  2.79572
H  2.72109  1.17179  -4.05184
H  0.89517  1.80310  3.45068
H  -2.69219  4.08497  -3.34324

Mulliken atomic charge list, values in e, 8 entries: -0.701 -0.662 1.572 1.414 0.655 -0.524 -0.130 0.318

Entry 3:
Computed, not measured: a molecular structure, C31H30N4O3ScSi, with ωB97M-V/def2-TZVPD.

The lowest unoccupied orbital energy is -0.130 Ha. The energy above the lowest of the compared OMol25 structures with the same formula, charge and spin is 0.00 kcal per mole. As for the spin multiplicity: 1. As for the net charge: +1. Its HOMO energy is -9.962 eV. Its energy is -73317.6935 eV.

Cartesian coordinates (Å):
Sc  -0.08187  0.26962  -0.13559
Si  0.58783  -2.99464  0.58215
O  -0.41419  1.48479  -1.90077
O  -0.37492  2.51877  0.02919
O  -2.27998  0.23991  -0.05448
N  1.64069  -0.30478  -1.59943
N  1.97028  1.00801  0.62637
N  -0.11077  0.60046  2.16227
N  -0.54614  -1.75503  0.07286
C  -1.15515  0.24939  2.90914
C  -2.85238  -1.05214  0.00567
C  1.39903  -1.05219  -2.67254
C  -3.14804  1.31076  -0.33311
C  0.07789  -3.74530  2.22946
C  -4.80086  3.43620  -0.87829
C  -1.90185  -2.08396  0.04905
C  -2.43984  -3.37871  0.06116
C  3.84819  0.09445  -2.39292
C  2.27866  -2.23873  0.92364
C  0.86324  -4.31242  -0.73008
C  -1.32288  0.69525  4.20938
C  2.35002  -1.27617  -3.65403
C  3.59531  -0.69110  -3.50752
C  -3.57877  1.50577  -1.63188
C  -0.36598  1.54149  4.74248
C  -3.80691  -3.60637  0.08831
C  3.12807  2.36098  2.19263
C  -4.41380  2.57991  -1.90046
C  4.15141  1.78333  0.10453
C  -4.35424  3.22196  0.41769
C  -4.21552  -1.25179  0.05096
C  2.84317  0.26800  -1.45536
C  4.19803  2.44859  1.31793
C  0.83943  1.38729  2.68644
C  0.73671  1.88595  3.97535
C  3.01050  1.05880  -0.20853
C  -3.52076  2.14927  0.69862
C  -4.70244  -2.55138  0.09961
C  -0.46442  2.55062  -1.22147
C  2.01789  1.62150  1.81132
H  -4.17085  -4.62533  0.09991
H  4.36657  -0.84433  -4.25002
H  -0.00125  -4.95393  -0.90226
H  -0.46709  1.92303  5.74932
H  -4.89323  -0.40967  0.03060
H  -3.15248  1.96807  1.69980
H  2.11371  -1.89512  -4.50723
H  4.81700  0.55249  -2.26192
H  -0.58452  3.51004  -1.74183
H  0.09532  -2.97405  3.00478
H  -4.65302  3.89170  1.21258
H  1.69417  -4.95718  -0.43345
H  5.07257  3.02477  1.58747
H  -1.87569  -0.41501  2.44594
H  -5.45229  4.27229  -1.09360
H  2.85993  -3.00406  1.44464
H  -5.76817  -2.72802  0.12612
H  -4.76214  2.74810  -2.91050
H  -1.77463  -4.22915  0.03822
H  0.79843  -4.51299  2.52181
H  4.98610  1.83261  -0.57774
H  2.23770  -1.37074  1.58449
H  -0.91086  -4.19887  2.23915
H  1.50137  2.52704  4.38688
H  -3.25585  0.82964  -2.41234
H  0.40928  -1.48825  -2.73605
H  2.83621  -1.97508  0.02422
H  3.16751  2.85757  3.14974
H  1.13098  -3.85947  -1.68767
H  -2.18425  0.38356  4.78206

Mulliken atomic charge list, values in e, 8 entries: -1.106 -0.010 -0.612 -0.442 1.367 0.955 1.066 0.824

Listing largest force on an atom for the structures above in their given order: 9.07; 1.47; 0.59 eV/Å.